{"formula": "C33H51BrClFN3O5RuSbSi3", "method": "ωB97M-V/def2-TZVPD", "spin_multiplicity": 6, "lumo_ha": [-0.1066, -0.1454], "charge": 1, "gap_ev": [3.45, 5.69], "elements": ["Ru", "C", "C", "N", "C", "C", "C", "O", "O", "C", "O", "C", "C", "C", "F", "C", "C", "C", "N", "C", "C", "N", "C", "C", "H", "H", "H", "H", "H", "H", "H", "H", "H", "H", "H", "H", "H", "H", "H", "H", "H", "H", "C", "Si", "C", "C", "Sb", "Si", "C", "C", "C", "Si", "C", "C", "C", "H", "H", "H", "H", "H", "H", "H", "H", "H", "H", "H", "H", "H", "H", "H", "H", "H", "H", "H", "H", "H", "H", "H", "H", "H", "H", "H", "Br", "C", "C", "C", "C", "C", "C", "H", "H", "H", "H", "Cl", "C", "C", "O", "O", "H", "H"], "coordinates": [[-1.1003, 0.0730, -0.0025], [4.3072, 1.8757, 4.7688], [4.3680, 0.4850, 4.2357], [3.3783, 0.2044, 3.1713], [2.0325, 0.0628, 3.4769], [1.0974, -0.2704, 2.4896], [-0.3387, -0.1735, 2.8785], [-0.6976, -0.0666, 4.0099], [-1.2979, -0.2430, 1.9032], [1.4778, -0.5448, 1.1148], [0.6592, -0.9556, 0.2272], [2.9038, -0.4513, 0.8711], [3.5098, -0.8635, -0.3178], [4.8004, -0.5206, -0.6578], [5.3094, -0.9566, -1.8170], [5.5792, 0.2881, 0.2325], [5.0812, 0.5350, 1.5220], [3.7811, 0.0183, 1.8796], [6.7074, 0.9402, -0.2629], [7.8023, 1.3385, 0.6672], [8.7813, 2.2654, -0.0544], [9.0652, 1.7968, -1.5243], [7.8729, 1.5957, -2.3972], [6.6051, 1.7237, -1.5300], [5.2509, 2.1971, 5.3043], [3.4916, 1.9816, 5.5462], [4.0479, 2.6215, 3.9860], [4.2241, -0.2614, 5.0436], [5.3816, 0.2421, 3.7773], [1.7263, 0.2407, 4.4956], [2.8552, -1.4270, -1.0202], [5.6065, 1.2591, 2.1017], [8.3091, 0.4167, 0.9275], [7.4116, 1.8792, 1.5730], [9.7452, 2.4274, 0.5079], [8.3632, 3.3344, -0.1419], [9.6797, 0.9801, -1.4051], [9.7181, 2.4969, -1.8986], [7.8931, 0.6153, -2.8806], [7.7174, 2.4759, -3.0403], [5.7329, 1.3335, -2.1509], [6.3461, 2.7726, -1.3277], [-3.5299, -2.7250, 2.6923], [-3.6718, -3.4570, 0.9510], [-2.1717, -4.5091, 0.6319], [-5.2040, -4.5500, 0.8657], [-3.2766, -1.2275, -0.4840], [-3.2620, -1.6062, -3.0769], [-1.4324, -2.2455, -3.4790], [-4.6089, -2.8335, -3.5706], [-3.4453, 0.0407, -3.8844], [-5.9373, -0.5932, -0.1146], [-6.5176, -0.5377, 1.6277], [-6.1708, 1.2155, -0.9176], [-7.0951, -1.7936, -1.1011], [-3.1328, -3.6239, 3.2035], [-4.4742, -2.3735, 3.1283], [-2.7583, -1.9400, 2.7984], [-2.3273, -5.4401, 1.2469], [-1.2531, -4.1034, 0.9901], [-2.2098, -4.7302, -0.4741], [-5.0028, -5.5545, 1.2347], [-5.4601, -4.8036, -0.1829], [-6.0765, -4.0445, 1.2631], [-1.5346, -2.9339, -4.3376], [-1.0768, -2.7581, -2.6080], [-0.7946, -1.3588, -3.7173], [-5.5709, -2.2978, -3.6771], [-4.7347, -3.6726, -2.8849], [-4.4333, -3.2835, -4.5935], [-2.6412, 0.7486, -3.6183], [-4.4318, 0.5732, -3.8182], [-3.2479, -0.1845, -4.9706], [-5.8288, 0.0166, 2.2489], [-6.8528, -1.4804, 2.0791], [-7.4361, 0.1026, 1.5927], [-5.2579, 1.7380, -0.9997], [-6.9387, 1.7407, -0.2949], [-6.6287, 1.1142, -1.9214], [-8.1209, -1.6277, -0.6984], [-6.8201, -2.8800, -1.0227], [-7.1262, -1.5600, -2.1795], [-3.6162, 5.9188, 1.5065], [-3.2630, 4.1473, 0.7655], [-3.5201, 3.0552, 1.6021], [-3.2379, 1.7739, 1.1957], [-2.4136, 1.5016, 0.0300], [-2.2829, 2.6161, -0.8161], [-2.7223, 3.9055, -0.4796], [-3.9758, 3.1347, 2.6030], [-3.6002, 0.9454, 1.8345], [-1.9641, 2.4831, -1.8885], [-2.6244, 4.6814, -1.2267], [2.7731, 1.2029, -3.0780], [1.1694, 1.9040, -3.0103], [0.3804, 1.5105, -1.7744], [0.6129, 1.9609, -0.6178], [-0.3447, 0.4564, -1.9095], [0.6622, 1.4743, -3.8847], [1.2756, 3.0253, -3.0601]], "lowdin_spin": [2.86, 0.00, 0.01, 0.11, 0.19, 0.01, 0.01, 0.01, 0.23, 0.23, 0.21, 0.01, 0.10, 0.02, -0.01, 0.11, 0.05, 0.02, 0.03, 0.00, 0.00, 0.00, 0.00, 0.01, 0.00, 0.00, 0.00, 0.00, 0.00, 0.01, 0.01, 0.00, 0.00, 0.00, 0.00, 0.00, 0.00, 0.00, 0.00, 0.00, 0.00, 0.00, 0.00, 0.05, 0.00, 0.02, 0.17, 0.03, 0.00, 0.01, 0.00, 0.03, 0.00, 0.00, 0.01, 0.00, 0.00, 0.00, 0.00, 0.00, 0.00, 0.00, 0.00, 0.00, 0.00, 0.00, 0.00, 0.00, 0.00, 0.00, 0.00, 0.00, 0.00, 0.00, 0.00, 0.00, 0.00, 0.00, 0.00, 0.00, 0.00, 0.00, 0.02, 0.07, -0.01, 0.07, 0.02, 0.08, -0.01, 0.00, 0.00, 0.00, 0.00, 0.00, 0.00, 0.02, 0.05, 0.08, 0.00, 0.00]}

=====

{"formula": "C51H60F40N2O7P", "method": "ωB97M-V/def2-TZVPD", "lumo_ha": -0.1476, "charge": 1, "gap_ev": 7.15, "elements": ["C", "C", "C", "C", "C", "C", "C", "C", "C", "C", "C", "C", "N", "N", "C", "P", "C", "C", "C", "C", "C", "C", "O", "C", "O", "C", "C", "C", "C", "C", "C", "H", "H", "H", "H", "H", "H", "H", "H", "H", "H", "H", "H", "H", "H", "H", "H", "H", "H", "H", "H", "H", "H", "H", "H", "H", "H", "H", "H", "H", "H", "H", "H", "H", "H", "H", "H", "H", "H", "H", "H", "C", "C", "C", "F", "F", "F", "F", "O", "C", "C", "F", "F", "F", "F", "H", "H", "H", "H", "C", "C", "C", "F", "F", "F", "F", "O", "C", "C", "F", "F", "F", "F", "H", "H", "H", "H", "C", "C", "C", "F", "F", "F", "F", "O", "C", "C", "F", "F", "F", "F", "H", "H", "H", "H", "C", "C", "C", "F", "F", "F", "F", "O", "C", "C", "F", "F", "F", "F", "H", "H", "H", "H", "C", "C", "C", "F", "F", "F", "F", "O", "C", "C", "F", "F", "F", "F", "H", "H", "H", "H"], "coordinates": [[-2.4768, 5.3969, 0.9449], [-4.0061, 5.2872, 0.8025], [-4.7295, 5.7681, 2.0838], [-5.6378, 4.6673, 2.6646], [-4.7697, 3.5927, 3.3843], [-5.4394, 3.1917, 4.6963], [-4.6477, 2.0673, 5.3999], [-5.0793, 0.6856, 4.8415], [-3.9078, -0.3039, 4.6512], [-3.9737, -1.5292, 5.5624], [-2.7603, -2.4544, 5.2996], [-3.1876, -3.9313, 5.1569], [-2.5018, -4.5761, 4.0107], [-1.5187, -5.4358, 4.3214], [-0.9270, -5.9364, 3.2681], [0.4814, -7.0734, 3.6491], [-0.2803, -8.5033, 4.5434], [1.1967, -7.6752, 2.0783], [2.5765, -8.3195, 2.2976], [-1.2651, -5.6648, 1.9213], [-2.2683, -4.8078, 1.6658], [-2.8901, -4.2588, 2.7990], [-3.8765, -3.3468, 2.7030], [-4.8323, -3.5480, 1.6677], [-5.3798, -4.6139, 1.4789], [-5.0998, -2.3107, 0.8669], [-6.1125, -1.5051, 1.2915], [-6.3788, -0.3504, 0.6211], [-5.6166, -0.0281, -0.4530], [-4.6237, -0.8377, -0.8920], [-4.3535, -1.9939, -0.2206], [-2.1569, 4.7757, 1.7814], [-2.2084, 6.4231, 1.1930], [-2.0001, 5.0940, 0.0161], [-4.3508, 5.8687, -0.0495], [-4.2422, 4.2321, 0.6456], [-3.9854, 6.0397, 2.8348], [-5.3431, 6.6501, 1.8968], [-6.2265, 4.2351, 1.8562], [-6.2647, 5.1153, 3.4340], [-3.8022, 4.0342, 3.6169], [-4.6432, 2.7127, 2.7512], [-6.4470, 2.8218, 4.5010], [-5.4870, 4.0400, 5.3783], [-4.8272, 2.0746, 6.4756], [-3.5869, 2.2229, 5.2030], [-5.5652, 0.9026, 3.8889], [-5.8471, 0.2327, 5.4728], [-2.9902, 0.2328, 4.9027], [-3.8449, -0.5738, 3.5941], [-4.8793, -2.0866, 5.3159], [-4.0049, -1.1863, 6.5940], [-2.3547, -2.1482, 4.3335], [-1.9590, -2.3231, 6.0221], [-2.9069, -4.4499, 6.0672], [-4.2606, -4.0504, 5.0520], [-0.7498, -8.0804, 5.4288], [-0.9728, -9.0637, 3.9210], [0.5605, -9.1046, 4.8810], [1.3646, -6.8083, 1.4367], [0.5423, -8.3393, 1.5033], [3.2060, -8.1667, 1.4328], [2.4979, -9.3682, 2.5758], [3.0235, -7.8131, 3.1493], [-0.7022, -6.1329, 1.1284], [-2.5612, -4.5306, 0.6672], [-6.6877, -1.8076, 2.1570], [-7.1629, 0.3165, 0.9423], [-5.7965, 0.8985, -0.9825], [-4.0101, -0.5899, -1.7457], [-3.5663, -2.6670, -0.5294], [7.3712, -5.3142, 0.3261], [8.7214, -5.2497, 1.0687], [9.3466, -6.5690, 1.5327], [8.5699, -7.2145, 2.4238], [10.5247, -6.3094, 2.1424], [8.6183, -4.3883, 2.1034], [9.6087, -4.7041, 0.1911], [6.1772, -5.0407, 1.0606], [5.5083, -6.0194, 1.7617], [5.4837, -5.7172, 3.2659], [6.7281, -5.6256, 3.7583], [4.8529, -6.7143, 3.9311], [5.9955, -7.2420, 1.4860], [4.2282, -6.0088, 1.2971], [7.4135, -4.4997, -0.3954], [7.2773, -6.2222, -0.2690], [9.5379, -7.2287, 0.6817], [4.9626, -4.7759, 3.4544], [0.3873, -7.9065, -2.3694], [1.4290, -6.9947, -1.6881], [2.3526, -6.1702, -2.5872], [3.1251, -6.9460, -3.3655], [3.1774, -5.4313, -1.8065], [2.1511, -7.7264, -0.8136], [0.7139, -6.0862, -0.9451], [0.6799, -9.2933, -2.4854], [1.3927, -9.8247, -3.5488], [2.7118, -10.4582, -3.0960], [3.4983, -9.5521, -2.4820], [3.3762, -10.9246, -4.1728], [1.5712, -8.9103, -4.5298], [0.6198, -10.7943, -4.0704], [-0.4744, -7.8898, -1.7019], [0.0295, -7.4852, -3.3101], [1.7754, -5.4914, -3.2185], [2.5195, -11.2809, -2.4042], [0.3273, 11.2685, 0.8341], [-0.8984, 10.3549, 1.0301], [-1.2509, 9.9246, 2.4561], [-0.2753, 9.1984, 3.0313], [-2.3586, 9.1424, 2.4231], [-0.7799, 9.2704, 0.2313], [-1.9741, 11.0582, 0.5739], [1.5531, 10.6644, 0.4272], [2.4406, 10.1295, 1.3394], [2.6286, 8.6225, 1.1387], [1.4615, 7.9619, 1.2655], [3.4777, 8.1440, 2.0768], [2.0953, 10.4360, 2.6033], [3.6362, 10.7158, 1.1117], [0.0704, 11.9088, -0.0059], [0.4702, 11.9466, 1.6755], [-1.4631, 10.7915, 3.0876], [3.0376, 8.4201, 0.1468], [-0.0037, 14.2171, -3.1999], [0.0703, 14.6528, -1.7219], [-0.3963, 16.0684, -1.3699], [0.3454, 17.0128, -1.9704], [-0.2751, 16.2514, -0.0327], [1.3178, 14.4347, -1.2553], [-0.7552, 13.8054, -1.0343], [1.1853, 14.2610, -3.9804], [1.5835, 15.4091, -4.6419], [2.9282, 15.9311, -4.1260], [2.8681, 16.2127, -2.8109], [3.2489, 17.0689, -4.7805], [0.6237, 16.3513, -4.6119], [1.7523, 15.0711, -5.9383], [-0.2405, 13.1541, -3.1623], [-0.8428, 14.6815, -3.7179], [-1.4460, 16.2100, -1.6422], [3.7120, 15.1884, -4.2886], [3.5491, -5.7757, -8.6380], [3.2120, -6.7040, -9.8225], [2.0751, -6.2845, -10.7597], [0.8918, -6.2078, -10.1208], [1.9437, -7.2094, -11.7365], [3.0023, -7.9549, -9.3600], [4.3332, -6.7532, -10.5937], [3.0347, -6.1094, -7.3478], [1.7870, -5.7088, -6.9331], [0.8662, -6.9011, -6.6614], [0.7060, -7.6530, -7.7609], [-0.3650, -6.4594, -6.2851], [1.2414, -4.8253, -7.7845], [1.9578, -5.0506, -5.7524], [4.6265, -5.8699, -8.5107], [3.3776, -4.7274, -8.8805], [2.2924, -5.3198, -11.2267], [1.2676, -7.5317, -5.8722]], "lowdin_charge": [-0.10, -0.25, -0.22, -0.20, -0.21, -0.22, -0.20, -0.20, -0.21, -0.19, -0.15, -0.07, -0.01, 0.16, -0.38, 0.99, -0.26, -0.45, -0.15, 0.01, 0.09, -0.22, 0.11, -0.32, 0.20, -0.17, -0.02, -0.06, -0.08, -0.06, -0.03, 0.07, 0.06, 0.07, 0.10, 0.09, 0.10, 0.10, 0.11, 0.10, 0.11, 0.11, 0.11, 0.11, 0.11, 0.10, 0.09, 0.11, 0.11, 0.10, 0.10, 0.12, 0.10, 0.12, 0.13, 0.13, 0.03, 0.04, 0.04, 0.05, 0.08, 0.05, 0.08, 0.04, 0.10, 0.14, 0.14, 0.12, 0.12, 0.12, 0.12, -0.03, -0.44, -0.31, 0.10, 0.10, 0.13, 0.11, 0.04, -0.53, -0.28, 0.11, 0.08, 0.15, 0.12, 0.15, 0.15, 0.17, 0.18, -0.03, -0.42, -0.31, 0.11, 0.10, 0.13, 0.08, 0.05, -0.52, -0.28, 0.10, 0.11, 0.12, 0.16, 0.14, 0.14, 0.16, 0.18, -0.03, -0.43, -0.30, 0.10, 0.08, 0.13, 0.11, 0.05, -0.54, -0.29, 0.10, 0.10, 0.15, 0.15, 0.12, 0.15, 0.17, 0.17, -0.04, -0.43, -0.31, 0.11, 0.10, 0.13, 0.09, 0.04, -0.53, -0.29, 0.10, 0.10, 0.15, 0.15, 0.15, 0.15, 0.17, 0.18, -0.03, -0.44, -0.31, 0.10, 0.10, 0.14, 0.11, 0.05, -0.53, -0.28, 0.12, 0.09, 0.16, 0.12, 0.15, 0.15, 0.17, 0.14]}

=====

{"formula": "C9H24O6PS2", "method": "ωB97M-V/def2-TZVPD", "lumo_ha": 0.0996, "charge": -1, "gap_ev": 5.05, "elements": ["O", "O", "C", "P", "H", "H", "H", "H", "H", "H", "H", "H", "C", "C", "C", "S", "O", "O", "C", "H", "H", "H", "H", "H", "H", "H", "H", "C", "C", "C", "S", "O", "O", "C", "H", "H", "H", "H", "H", "H", "H", "H"], "coordinates": [[-2.0790, -2.9652, -1.3763], [-0.9136, -2.4356, -2.0277], [0.0355, -2.0873, -0.9991], [-0.5251, -0.6893, 0.2255], [-2.6742, -2.2066, -1.4412], [0.9086, -1.7462, -1.5679], [0.2710, -2.9946, -0.4245], [0.4403, 0.2970, -0.4113], [0.5469, -1.0614, 1.1406], [-1.4709, -1.6474, 0.8810], [-1.5606, -0.2321, -0.7404], [-0.9761, 0.3567, 1.1404], [-0.9878, 1.6351, -6.0715], [-1.4192, 0.2212, -5.6579], [-0.9614, 0.0014, -4.2141], [-0.9326, 1.6276, -3.4361], [0.4338, 1.9577, -3.1290], [-2.0070, 1.7216, -2.4908], [-1.3941, 2.5454, -4.9210], [-1.4503, 1.9441, -7.0099], [0.0963, 1.6679, -6.2036], [-2.5071, 0.1407, -5.7194], [-0.9972, -0.5368, -6.3177], [-1.6237, -0.6315, -3.6299], [0.0502, -0.3946, -4.1583], [-0.8849, 3.5065, -4.9064], [-2.4739, 2.6899, -4.8886], [2.0567, -0.5170, 6.3701], [2.3374, 0.8956, 5.8359], [2.1834, 0.8498, 4.3125], [0.9937, -0.4653, 3.9627], [1.7041, -1.5296, 3.3081], [-0.2216, 0.1138, 3.4801], [0.7835, -0.9829, 5.6761], [1.9475, -0.5257, 7.4551], [2.8837, -1.1814, 6.1092], [1.6143, 1.5949, 6.2617], [3.3324, 1.2414, 6.1172], [1.7939, 1.7726, 3.8906], [3.1122, 0.5782, 3.8155], [0.6303, -2.0589, 5.6929], [-0.0954, -0.4698, 6.0675]], "lowdin_charge": [-0.10, -0.29, -0.42, 0.24, 0.06, 0.06, 0.06, -0.08, -0.09, -0.07, -0.08, -0.10, -0.24, -0.22, -0.22, 0.64, -0.33, -0.33, -0.24, 0.11, 0.11, 0.11, 0.11, 0.09, 0.11, 0.10, 0.10, -0.24, -0.23, -0.22, 0.64, -0.33, -0.33, -0.24, 0.11, 0.11, 0.11, 0.11, 0.10, 0.10, 0.10, 0.10]}

=====

{"formula": "C20H21BiN9O4S2", "method": "ωB97M-V/def2-TZVPD", "lumo_ha": -0.1192, "charge": 1, "relative_energy_ev": 1.286, "gap_ev": 7.83, "elements": ["Bi", "C", "S", "C", "S", "N", "N", "C", "C", "C", "C", "C", "C", "N", "H", "H", "H", "H", "H", "H", "H", "H", "N", "C", "C", "C", "C", "C", "C", "C", "N", "C", "C", "N", "C", "H", "H", "H", "H", "H", "H", "H", "O", "N", "O", "O", "C", "N", "C", "N", "O", "H", "H", "H", "H", "H", "H"], "coordinates": [[13.1668, 12.2533, 8.9717], [7.9647, 14.4845, 7.1570], [9.6623, 14.5386, 6.4045], [10.4683, 13.1822, 7.1935], [12.1285, 12.8942, 6.7177], [9.8006, 12.4887, 8.1277], [10.5753, 11.6197, 8.8127], [10.0007, 10.6307, 9.3532], [10.8013, 9.7892, 10.2628], [10.2952, 8.6805, 10.8773], [11.0582, 8.0181, 11.8257], [12.3277, 8.4472, 12.0354], [12.8213, 9.5066, 11.2958], [12.0460, 10.1883, 10.4147], [7.4717, 15.2972, 6.6843], [8.1223, 14.4926, 8.2114], [7.4507, 13.5458, 6.8899], [8.9414, 10.3513, 9.0408], [9.2318, 8.3884, 10.6285], [10.6243, 7.2686, 12.3723], [12.9099, 8.0099, 12.8262], [13.8192, 9.8296, 11.4842], [12.1603, 22.2470, 5.4880], [12.6852, 21.3884, 5.9804], [13.0915, 20.1609, 6.5688], [12.4030, 19.5174, 7.5135], [12.8826, 18.2185, 7.8463], [14.0316, 17.7073, 7.3279], [14.7102, 18.3713, 6.3035], [14.2496, 19.6277, 5.9754], [14.4375, 16.4729, 7.8782], [15.6627, 16.0716, 8.1999], [15.5899, 14.7374, 8.4626], [14.2936, 14.3198, 8.2476], [13.6199, 15.4271, 7.9334], [11.4417, 19.8688, 7.9743], [12.4000, 17.6722, 8.6521], [15.5265, 17.9493, 5.7910], [14.6784, 20.1263, 5.1147], [16.5136, 16.7722, 8.2912], [16.4426, 14.0564, 8.6780], [12.5649, 15.4453, 7.8144], [12.2934, 15.4466, 11.3951], [12.6067, 14.3984, 10.8940], [11.9360, 13.9425, 9.8879], [13.5890, 13.7281, 11.2598], [15.0380, 10.9684, 4.9477], [16.2883, 11.0650, 5.8076], [16.2389, 11.4216, 7.1097], [17.3869, 11.9144, 7.6295], [15.2392, 11.3938, 7.8105], [14.4225, 11.8801, 4.8059], [14.3569, 10.1898, 5.3084], [15.3175, 10.7093, 3.9912], [17.0963, 11.3280, 5.2071], [18.2626, 11.8656, 7.1332], [17.3817, 12.2266, 8.5342]], "lowdin_charge": [1.77, -0.33, 0.85, -1.06, 0.52, -0.06, -0.15, -0.05, -0.30, 0.00, -0.03, -0.04, -0.09, 0.00, 0.02, 0.02, 0.05, 0.16, 0.15, 0.10, 0.12, 0.11, 0.19, -0.19, -0.25, 0.01, 0.02, -0.19, 0.02, 0.00, -0.02, -0.04, -0.10, -0.10, -0.16, 0.15, 0.13, 0.11, 0.13, 0.15, 0.11, 0.10, 0.11, -0.57, -0.25, -0.08, -0.04, 0.05, -0.62, 0.19, -0.17, 0.07, 0.09, 0.05, 0.16, 0.12, 0.07]}

=====

no.,energy (a.u.)
1,-6165.8735
2,-6951.2715
3,-1946.2133
4,-2579.1641